{"formula": "C54H128BF22N8O34S6", "method": "the ωB97M-V functional and the def2-TZVPD basis", "symbols": ["C", "O", "C", "C", "N", "H", "H", "C", "C", "O", "C", "H", "H", "H", "H", "H", "H", "H", "H", "H", "H", "H", "H", "H", "H", "C", "O", "C", "C", "N", "H", "H", "C", "C", "O", "C", "H", "H", "H", "H", "H", "H", "H", "H", "H", "H", "H", "H", "H", "H", "C", "O", "C", "C", "N", "H", "H", "C", "C", "O", "C", "H", "H", "H", "H", "H", "H", "H", "H", "H", "H", "H", "H", "H", "H", "C", "O", "C", "C", "N", "H", "H", "C", "C", "O", "C", "H", "H", "H", "H", "H", "H", "H", "H", "H", "H", "H", "H", "H", "H", "C", "O", "C", "C", "N", "H", "H", "C", "C", "O", "C", "H", "H", "H", "H", "H", "H", "H", "H", "H", "H", "H", "H", "H", "H", "C", "O", "C", "C", "N", "H", "H", "C", "C", "O", "C", "H", "H", "H", "H", "H", "H", "H", "H", "H", "H", "H", "H", "H", "H", "C", "O", "C", "C", "N", "H", "H", "C", "C", "O", "C", "H", "H", "H", "H", "H", "H", "H", "H", "H", "H", "H", "H", "H", "H", "C", "O", "C", "C", "N", "H", "H", "C", "C", "O", "C", "H", "H", "H", "H", "H", "H", "H", "H", "H", "H", "H", "H", "H", "H", "C", "F", "F", "F", "S", "O", "O", "O", "C", "F", "F", "F", "S", "O", "O", "O", "C", "F", "F", "F", "S", "O", "O", "O", "C", "F", "F", "F", "S", "O", "O", "O", "C", "F", "F", "F", "S", "O", "O", "O", "C", "F", "F", "F", "S", "O", "O", "O", "B", "F", "F", "F", "F"], "coordinates": [[9.344751, 1.684448, 3.442946], [9.109881, 0.894808, 2.294026], [7.808691, 0.315948, 2.015696], [7.789721, -0.140982, 0.508656], [8.581191, 0.935698, -0.282614], [9.382311, 1.100578, 0.309946], [8.993681, 0.552968, -1.121344], [7.824741, 2.293918, -0.511094], [8.793611, 3.398118, -1.104524], [10.176581, 3.160298, -0.585044], [11.089871, 4.154978, -1.050914], [9.108941, 1.124618, 4.347976], [8.762421, 2.604388, 3.390846], [10.299461, 2.209038, 3.480806], [7.018431, 1.044158, 2.198206], [7.701021, -0.527642, 2.697496], [6.810821, -0.218262, 0.035486], [8.387031, -1.037082, 0.340336], [7.480391, 2.494318, 0.503476], [6.989121, 2.040618, -1.163534], [8.469121, 4.375708, -0.747984], [8.771961, 3.453658, -2.192894], [12.086461, 3.844838, -0.736714], [10.884791, 5.097078, -0.542504], [11.108291, 4.276178, -2.134004], [-4.516129, 1.376068, -1.400034], [-5.714249, 1.404338, -2.111784], [-6.405589, 2.625678, -1.920544], [-7.928139, 2.455048, -2.065804], [-8.378369, 2.105788, -3.526564], [-8.036119, 2.748018, -4.226924], [-7.932759, 1.216118, -3.699864], [-9.937449, 1.995548, -3.655784], [-10.460129, 0.730188, -2.907074], [-10.219919, 0.601718, -1.497874], [-11.073329, 1.355328, -0.696954], [-4.515959, 1.525388, -0.320314], [-3.968929, 2.215908, -1.828224], [-3.914339, 0.518798, -1.701754], [-5.970089, 3.232988, -2.714034], [-6.235949, 3.054578, -0.932934], [-8.418289, 3.427268, -2.014444], [-8.284359, 1.745268, -1.319194], [-10.255759, 1.985548, -4.698224], [-10.279169, 2.960998, -3.282634], [-9.835369, -0.103622, -3.227304], [-11.513469, 0.482408, -3.038144], [-11.738339, 0.772688, -0.059464], [-11.603039, 2.195878, -1.145284], [-10.397439, 1.821268, 0.020096], [-6.922949, 5.598118, 8.593036], [-5.855929, 5.244508, 7.642906], [-5.130439, 4.216108, 8.252806], [-3.950989, 3.807488, 7.376726], [-4.350279, 3.367758, 5.943756], [-4.905809, 2.524318, 5.933646], [-4.892459, 4.099978, 5.507886], [-3.109129, 3.030338, 5.064956], [-2.551299, 4.246418, 4.390396], [-2.190799, 5.259088, 5.280846], [-0.894719, 5.231478, 5.907926], [-7.613219, 6.313938, 8.146696], [-6.346499, 6.046368, 9.402286], [-7.448919, 4.705898, 8.932746], [-5.706849, 3.316468, 8.468436], [-4.693279, 4.513828, 9.205886], [-3.410209, 2.911408, 7.681196], [-3.255239, 4.644548, 7.318666], [-3.579149, 2.435198, 4.282016], [-2.404809, 2.419158, 5.629316], [-3.287739, 4.646138, 3.693276], [-1.693009, 3.940928, 3.791976], [-0.873699, 5.736348, 6.873716], [-0.139569, 5.595058, 5.211036], [-0.534829, 4.219858, 6.095546], [5.397341, -0.713872, 4.610016], [4.830431, 0.383588, 5.253396], [5.515961, 1.588338, 5.278556], [4.720461, 2.799118, 5.539746], [3.768791, 3.054868, 4.283146], [3.133961, 3.804368, 4.518386], [4.198651, 3.305438, 3.404206], [2.741541, 1.882908, 4.005446], [1.551891, 2.335258, 3.176346], [1.914491, 3.449748, 2.357336], [2.507591, 3.024588, 1.104136], [4.669641, -1.492672, 4.838126], [6.360491, -1.131512, 4.903306], [5.371721, -0.636232, 3.523086], [6.072511, 1.709408, 4.349206], [6.265171, 1.555198, 6.069556], [5.320131, 3.690958, 5.721706], [3.943581, 2.693078, 6.296926], [2.486741, 1.349618, 4.921296], [3.291811, 1.194558, 3.363996], [0.756251, 2.741008, 3.801176], [1.022161, 1.547498, 2.640696], [3.554941, 2.861478, 0.850076], [2.248741, 3.713588, 0.300166], [2.064331, 2.117998, 0.692166], [-3.406419, -2.796032, -0.588844], [-2.565309, -3.435752, 0.378996], [-2.318939, -4.799442, 0.207366], [-1.470479, -5.491972, 1.329156], [-1.820639, -4.998702, 2.713056], [-1.900669, -3.998662, 2.596356], [-2.753149, -5.301612, 2.955476], [-0.921059, -5.494892, 3.929236], [-1.529809, -5.004702, 5.247026], [-2.863869, -5.401102, 5.513436], [-2.948479, -6.690892, 5.822866], [-4.407319, -3.207142, -0.720354], [-2.882199, -2.849802, -1.542994], [-3.385199, -1.717722, -0.431074], [-1.915979, -5.070312, -0.768514], [-3.314729, -5.233592, 0.296886], [-0.417659, -5.210532, 1.307786], [-1.518109, -6.579622, 1.275876], [0.029111, -4.980732, 3.784636], [-0.805359, -6.569552, 3.788426], [-1.559189, -3.915372, 5.222846], [-0.841589, -5.272752, 6.048656], [-3.928569, -6.918942, 6.241826], [-2.257749, -6.907152, 6.637876], [-2.845359, -7.231072, 4.881776], [-4.119259, 1.089268, -4.586164], [-3.373109, 1.223298, -5.766514], [-4.253419, 1.605168, -6.862774], [-5.243549, 0.455328, -7.303034], [-4.538519, -0.882272, -7.472894], [-3.724159, -0.983982, -6.884184], [-5.105629, -1.689192, -7.255234], [-4.102079, -1.125392, -8.984344], [-3.056439, -2.182582, -8.980764], [-3.812249, -3.359262, -8.520984], [-3.023009, -4.478972, -8.448284], [-3.356839, 0.988898, -3.813674], [-4.717939, 0.182578, -4.498954], [-4.733619, 1.966158, -4.381924], [-3.545199, 1.950458, -7.615964], [-4.907219, 2.461298, -6.696374], [-5.775299, 0.743238, -8.209924], [-6.028229, 0.325308, -6.557734], [-3.571999, -0.177682, -9.079124], [-5.031209, -1.204442, -9.548764], [-2.220109, -2.005832, -8.304434], [-2.669339, -2.351532, -9.985604], [-2.059349, -4.245582, -7.995524], [-2.834329, -5.018122, -9.376624], [-3.502059, -5.235212, -7.826424], [-1.667229, 2.679148, 0.105536], [-1.576369, 1.314798, -0.185274], [-0.963619, 0.843128, -1.370664], [-0.415449, -0.609942, -1.081754], [0.378121, -0.552432, 0.234606], [1.157681, 0.055078, 0.026466], [-0.166279, -0.181422, 1.000166], [1.128961, -1.886492, 0.569346], [2.035091, -1.651972, 1.758666], [2.811291, -0.465102, 1.617106], [4.048481, -0.551802, 0.807476], [-1.994789, 2.836918, 1.133116], [-2.332919, 3.282418, -0.511744], [-0.669519, 3.084498, -0.062864], [-0.144719, 1.396028, -1.830894], [-1.763039, 0.849638, -2.111604], [0.308511, -0.958082, -1.818494], [-1.112779, -1.437242, -0.949854], [1.762751, -2.133882, -0.282244], [0.429691, -2.711442, 0.705676], [2.598901, -2.488972, 2.170526], [1.419791, -1.410792, 2.625466], [4.280571, 0.449948, 0.445896], [3.986581, -1.180262, -0.080954], [4.808911, -0.957262, 1.474896], [0.753381, -6.311442, -4.234844], [1.927911, -5.711732, -3.785114], [2.626341, -5.086742, -4.884784], [3.953821, -4.685632, -4.354594], [3.851471, -3.900972, -3.014324], [3.453491, -2.972712, -3.008114], [3.208151, -4.426802, -2.440084], [5.099661, -3.976472, -2.170614], [6.273861, -3.313152, -2.793064], [6.849631, -4.191932, -3.778644], [7.665561, -3.422742, -4.699614], [0.999481, -7.296032, -4.632484], [0.082141, -5.727352, -4.864424], [0.178971, -6.449302, -3.318794], [2.171651, -4.123372, -5.115594], [2.756011, -5.699942, -5.776564], [4.618031, -4.096442, -4.986884], [4.521111, -5.574572, -4.078814], [5.306781, -5.030262, -1.984264], [4.801381, -3.576652, -1.201454], [7.004991, -3.206452, -1.991714], [6.046881, -2.312672, -3.161324], [8.406711, -2.715892, -4.326564], [6.936361, -2.937362, -5.348274], [8.093691, -4.153792, -5.385454], [4.556981, 0.906468, -3.301304], [5.497931, 0.771908, -2.368184], [4.475471, 2.255538, -3.494524], [4.975641, 0.397778, -4.451554], [2.774121, 0.103958, -2.788964], [2.359431, 0.640898, -1.470744], [1.883301, 0.420588, -3.900774], [3.082311, -1.343972, -2.772674], [-5.619009, 4.438068, 1.558816], [-4.747089, 3.515798, 1.904286], [-5.273839, 4.931348, 0.351126], [-6.785429, 3.836758, 1.357256], [-5.726489, 5.892928, 2.902616], [-6.969469, 6.617218, 2.635836], [-5.816739, 5.099588, 4.172726], [-4.489809, 6.691128, 2.740106], [-0.588749, -0.473512, 5.229476], [-0.476239, 0.831188, 5.549086], [0.604031, -1.026922, 5.089776], [-1.190939, -1.195092, 6.179826], [-1.693609, -0.618392, 3.607496], [-0.963399, 0.260258, 2.657256], [-1.598849, -2.036352, 3.234396], [-3.005769, -0.118152, 4.060696], [-2.326829, -4.063702, -4.364024], [-3.614729, -3.988632, -3.935704], [-1.536369, -4.501052, -3.378464], [-2.292349, -4.877692, -5.433964], [-1.761969, -2.319152, -4.880254], [-0.335499, -2.451462, -5.259844], [-2.616629, -1.871132, -5.928574], [-1.910759, -1.446802, -3.720114], [6.341731, -4.566352, 2.455736], [6.702901, -5.830352, 2.606746], [5.104671, -4.367262, 1.922986], [6.383051, -3.933132, 3.599586], [7.414621, -3.751302, 1.032496], [7.562681, -4.828912, 0.071206], [6.564381, -2.683912, 0.521826], [8.642621, -3.277982, 1.617716], [-1.548509, 6.145098, -1.817924], [-0.444589, 5.428328, -1.601694], [-2.132239, 5.628618, -2.905234], [-2.376089, 6.054308, -0.838204], [-1.005209, 7.954068, -2.269954], [-2.059389, 8.927158, -1.901444], [0.259691, 8.078908, -1.463334], [-0.736029, 7.896188, -3.715314], [2.229811, -5.283202, 0.184196], [1.809541, -4.682682, 1.361036], [3.624341, -5.410402, 0.077136], [1.641251, -6.501352, 0.091406], [1.860621, -4.442952, -0.885504]], "forces_ev_per_angstrom": [[-1.3, 0.7, 0.0], [0.4, -0.1, -1.3], [1.0, 0.1, -0.1], [1.2, 1.1, 0.0], [-1.0, 0.8, 0.3], [0.5, 0.6, 0.5], [-0.4, -0.1, -0.6], [1.9, -1.1, -0.1], [1.0, -0.8, 1.5], [-2.1, 0.0, -1.1], [0.2, -0.1, 0.6], [0.3, 0.1, 0.1], [-1.1, 0.0, 0.2], [0.7, -1.3, -0.4], [-0.1, 0.2, 0.1], [-0.4, -0.3, -0.4], [0.1, -0.2, 0.4], [-0.4, -0.2, 0.4], [0.0, 0.5, -0.2], [0.1, 0.3, 0.0], [-0.2, 0.0, 0.1], [0.2, -0.4, -0.1], [-0.1, -0.1, 0.0], [-0.1, 0.2, -0.2], [-0.3, 0.0, -0.1], [1.9, 0.9, -0.9], [-2.2, -1.2, 0.8], [-0.1, -0.5, -1.0], [0.7, 1.4, -1.0], [-1.2, -1.5, 1.3], [0.3, 0.5, 0.1], [0.0, -0.6, -0.4], [0.5, 0.0, 1.1], [1.0, -0.7, 1.0], [0.0, 0.4, -1.7], [0.5, 1.1, 2.0], [-0.7, -0.3, 0.1], [0.7, 0.3, 0.4], [-0.5, -0.3, 0.3], [-0.3, 1.0, 0.2], [0.1, 0.1, -0.1], [0.2, 0.1, 0.9], [-0.4, -0.1, -0.7], [0.5, -0.4, -0.1], [-0.2, -0.2, 0.4], [-0.3, -0.2, -0.8], [0.0, 0.5, -0.8], [-0.3, -0.4, -0.5], [-0.1, -0.3, -0.6], [-0.1, 0.3, 0.3], [1.4, 0.2, -0.7], [-1.1, -0.6, 0.7], [0.9, -0.8, -0.7], [-0.2, -0.4, -1.1], [2.2, 0.5, 1.0], [-0.4, -0.1, 0.4], [-0.7, 1.0, -1.0], [-1.7, -0.1, -0.1], [0.6, 0.1, -0.1], [0.5, 1.0, 1.4], [-0.2, -1.0, -1.1], [0.3, -0.1, -0.1], [-0.6, 0.2, 0.5], [-0.1, 0.0, -0.1], [-0.6, 0.0, 0.0], [0.1, 0.2, 0.3], [-0.1, 0.2, 0.8], [-0.1, -0.2, -0.6], [0.5, -0.4, 0.0], [-0.2, 0.1, 0.2], [0.0, 0.3, 0.2], [0.2, -0.2, -0.2], [-0.4, 0.4, -0.4], [0.0, 0.7, 0.0], [-0.4, -0.6, 0.2], [-0.9, -1.6, -0.7], [-0.8, 0.9, 0.9], [1.9, -0.8, 0.1], [-2.6, 0.3, -1.8], [-1.5, -1.2, 1.6], [0.1, 0.8, 0.0], [0.4, 0.0, -0.2], [1.2, -0.7, -1.2], [-0.7, 1.8, 0.7], [1.4, -1.1, -1.1], [-1.5, 0.0, -2.0], [0.2, -0.3, -0.1], [0.3, 0.7, 0.5], [0.2, 0.4, -0.2], [0.2, 0.2, -0.3], [0.4, 0.0, 0.2], [0.0, -0.1, -0.2], [0.5, -0.2, 0.4], [0.1, 0.4, 0.1], [0.2, -0.2, 0.3], [0.0, 0.1, 0.4], [0.6, -0.4, -0.1], [0.8, 0.2, 1.6], [-0.3, 0.7, 0.5], [-0.3, -0.4, 0.6], [1.5, -0.1, -0.9], [0.6, 0.9, 0.9], [-1.2, -1.1, 0.7], [1.1, 1.3, 0.0], [-0.3, -1.5, 0.5], [0.3, 1.2, 0.6], [-0.6, 0.0, 0.1], [-0.8, 1.3, -1.5], [-0.3, 0.7, -0.5], [0.7, 3.8, -0.8], [-0.9, -2.6, 0.8], [-0.1, -0.1, 0.5], [-0.2, -0.4, -0.4], [-0.4, -0.2, 0.8], [0.3, 0.1, 0.0], [-0.2, -0.7, -0.3], [0.2, -0.1, -0.7], [-0.3, 0.1, 0.0], [0.1, -0.3, 0.0], [-0.1, 0.1, 0.1], [0.0, 0.0, -0.1], [0.0, -0.3, 0.2], [-0.2, 0.1, -0.2], [0.5, -0.8, -0.3], [0.4, -1.1, 0.4], [1.0, -0.1, 1.1], [-2.2, 0.6, -1.7], [0.9, -1.3, 0.1], [1.0, 0.0, 0.6], [-1.3, 0.4, -2.6], [1.1, 0.0, 1.0], [-0.4, -0.2, 0.4], [0.9, 2.3, 2.8], [-1.6, -2.3, 0.0], [0.1, 2.0, -0.8], [1.0, -1.8, 0.7], [-0.2, 0.1, 0.1], [-0.2, -0.2, -0.4], [-0.1, 0.2, -0.1], [-0.2, -0.4, -0.4], [0.1, 0.2, 0.7], [0.3, -0.2, -0.2], [0.2, -0.1, 0.2], [-0.3, 0.2, -1.1], [0.5, -0.3, -0.2], [-0.1, 0.3, 0.1], [0.0, 0.0, -0.2], [0.2, 0.0, 0.1], [-0.1, 0.5, -0.6], [-0.2, 0.2, 0.2], [1.0, 0.9, -0.5], [-0.2, -1.1, 0.6], [-0.5, -1.3, -0.2], [0.2, 0.4, 1.0], [1.0, -1.9, -1.5], [0.4, 0.7, 0.0], [-0.6, 0.1, 0.7], [0.0, 0.6, -0.4], [-0.6, 0.8, 1.4], [1.1, 0.3, -1.2], [-0.9, -0.3, 1.0], [0.2, -0.4, 0.1], [-0.3, -0.3, -0.4], [0.1, 0.6, 0.3], [0.2, 0.6, 0.6], [0.3, -0.6, -0.5], [-0.2, 0.3, -0.2], [-0.4, 0.5, -0.1], [-0.4, 0.2, -0.3], [0.0, 0.3, 0.1], [0.3, -0.4, -1.0], [-0.4, 0.2, 0.0], [-0.1, 0.1, 0.3], [-0.4, -0.2, 0.1], [0.3, 0.0, -0.3], [-0.8, -0.9, 1.4], [1.1, 1.0, -1.7], [-0.2, 1.2, 1.2], [1.6, 0.3, 1.8], [0.5, -2.5, -0.4], [0.0, 0.9, -0.7], [-0.9, -0.4, 0.3], [-0.7, -0.1, -0.1], [1.0, -0.6, 0.5], [0.7, 1.6, 0.0], [-1.6, -1.4, -0.9], [-0.3, 0.0, -0.4], [0.6, 0.2, -0.5], [-0.1, -0.4, 0.0], [-0.9, -0.2, -0.5], [-0.2, -0.2, 0.1], [-0.5, -0.1, -0.3], [0.1, 0.0, 0.1], [0.0, 0.0, -0.1], [0.4, 0.3, 0.0], [0.1, 0.2, 0.1], [-0.2, 0.1, -0.5], [-0.1, -0.2, 0.5], [0.1, 0.8, 0.0], [0.5, 0.0, 0.4], [-2.0, 1.3, -0.2], [0.4, -0.8, 0.5], [-0.5, -0.8, 0.2], [0.0, -0.5, 0.4], [-0.9, -0.7, -1.2], [1.2, -0.2, -1.3], [1.3, 0.4, 1.3], [0.4, 1.6, 0.7], [-0.3, 2.7, 0.3], [0.8, -0.7, 0.3], [0.3, -0.1, 0.2], [-0.9, -0.5, 0.3], [0.0, 1.2, 0.9], [1.3, -1.2, -0.3], [0.6, 0.2, -1.5], [-1.8, -2.1, 0.1], [-1.9, -0.9, -1.9], [0.2, -0.6, 0.4], [0.8, 0.5, -0.3], [-0.2, 0.8, 0.5], [0.3, 0.9, 0.1], [-0.8, -0.8, 1.2], [-0.2, 0.8, 0.6], [1.9, -0.8, -0.6], [-0.2, 1.8, -0.6], [0.7, -0.4, 0.0], [-0.7, -0.2, -0.5], [0.1, 0.0, 0.8], [4.7, 1.5, 2.0], [-2.5, -0.9, 0.2], [-1.8, -0.5, -2.1], [-0.6, -1.1, 0.4], [0.8, 1.5, -3.7], [-0.8, 0.1, 0.2], [0.2, -1.2, 1.2], [0.1, 0.4, 1.3], [-0.3, -1.5, -0.4], [-0.1, 0.2, 0.5], [-0.4, 0.7, 0.3], [0.4, 0.5, 0.7], [1.4, 2.5, -2.5], [0.1, -0.6, 0.5], [-0.6, -0.7, -0.4], [-1.1, -0.4, 1.9], [2.2, 2.1, 0.4], [0.9, -2.1, -0.2], [-2.5, -0.5, -1.0], [-0.6, -0.6, 1.3], [1.4, 0.1, -0.8], [-0.2, 0.6, 1.2], [-0.1, 0.0, 0.3], [-0.9, -1.3, -0.2], [-0.5, 0.5, -0.6]], "total_energy_ev": -265066.17960, "charge": 1, "gap_ha": 0.1800}